# 1
{"formula": "CH4N2OS2", "method": "wB97M-V/def2-TZVPD", "elements": ["O", "N", "C", "S", "N", "S", "H", "H", "H", "H"], "xyz": [[0.523, -1.620, -1.528], [0.343, -0.675, -0.447], [-0.294, 0.559, -0.528], [-1.076, 1.406, -1.705], [-0.038, 1.199, 0.855], [0.369, 0.320, 2.202], [0.488, -0.868, -2.337], [0.809, -1.032, 0.476], [-0.794, 1.928, 0.911], [-0.331, -1.217, 2.100]], "forces_ev_per_a": [[-0.74, 5.08, -1.83], [-0.08, -0.21, 0.42], [2.64, -1.41, 3.14], [0.55, -0.93, 0.32], [-2.47, 0.09, -3.23], [-0.63, -2.93, 0.55], [0.12, -3.16, 2.50], [-1.09, 1.19, -2.48], [0.89, -1.12, 0.47], [0.81, 3.39, 0.15]], "lowdin_charge": [-0.079, -0.136, -0.888, 0.628, -0.506, 0.649, 0.168, 0.075, 0.065, 0.025], "gap_ev": 8.948, "max_force_ev_per_a": 5.45, "smiles": "ONC(=S)NS", "homo_ev": -9.093, "multiplicity": 1}

***

# 2
{"formula": "CH4N2OSn", "method": "wB97M-V/def2-TZVPD", "elements": ["Sn", "C", "O", "N", "N", "H", "H", "H", "H"], "xyz": [[0.701, 2.549, -0.379], [-0.430, -0.568, -0.333], [-1.124, -1.142, -1.126], [-0.416, 0.659, 0.036], [0.582, -1.121, 0.316], [0.323, 1.026, 0.619], [-1.153, 1.258, -0.308], [1.038, -0.545, 1.009], [0.479, -2.115, 0.167]], "forces_ev_per_a": [[1.39, 2.83, -2.06], [0.96, -8.06, -2.12], [-0.65, 1.51, 0.16], [-1.42, 9.42, -0.37], [0.50, -1.18, -0.16], [-1.10, -2.08, 2.39], [-1.46, 0.05, 0.64], [0.42, -1.88, 0.52], [1.36, -0.62, 1.00]], "lowdin_charge": [1.936, -0.722, 0.220, -0.002, 0.235, -0.071, 0.106, 0.127, 0.171], "gap_ev": 5.734, "max_force_ev_per_a": 9.53, "total_charge": 2, "homo_ev": -19.247, "multiplicity": 1}

***

# 3
{"formula": "CH4N2PS", "method": "wB97M-V/def2-TZVPD", "elements": ["N", "C", "N", "P", "S", "H", "H", "H", "H"], "xyz": [[-0.027, 1.001, -0.043], [0.163, -0.322, -0.034], [-0.826, -1.208, -0.211], [-2.632, -1.166, -0.043], [-2.987, -2.929, -0.547], [0.572, 1.814, 0.221], [-0.994, 1.153, -0.044], [1.122, -0.725, 0.024], [-0.582, -2.191, -0.225]], "forces_ev_per_a": [[0.64, -1.35, 0.57], [-1.42, 1.04, -0.53], [0.54, 0.99, 0.63], [0.27, 0.50, -0.15], [-0.53, -0.49, -0.03], [-0.24, -1.62, -0.37], [-1.56, 1.33, -0.15], [1.67, -0.40, 0.19], [0.63, -0.01, -0.18]], "lowdin_charge": [0.198, -0.153, -0.248, 0.471, 0.301, 0.178, 0.068, 0.136, 0.048], "gap_ev": 8.317, "max_force_ev_per_a": 2.06, "total_charge": 1, "smiles": "[NH2+]=CNP=S", "homo_ev": -14.224, "multiplicity": 1}

***

# 4
{"formula": "CH4N2S", "method": "wB97M-V/def2-TZVPD", "elements": ["S", "N", "C", "N", "H", "H", "H", "H"], "xyz": [[1.921, 0.104, -0.024], [0.309, -0.082, 0.418], [-0.740, 0.604, -0.340], [-0.682, -0.898, -0.278], [2.498, -0.777, 0.785], [-0.491, 1.052, -1.410], [-1.443, 1.296, 0.362], [-1.373, -1.299, 0.488]], "forces_ev_per_a": [[0.48, 0.12, -1.54], [-1.83, 0.80, 1.17], [0.13, 0.83, 0.40], [-1.45, 0.27, 0.74], [-0.22, -0.25, 0.44], [-0.54, -1.10, 2.41], [1.52, -1.96, -1.92], [1.91, 1.28, -1.71]], "lowdin_charge": [0.719, -0.620, -0.268, -0.054, -0.167, 0.122, 0.136, 0.131], "gap_ev": 9.534, "max_force_ev_per_a": 3.14, "smiles": "SN1CN1", "homo_ev": -8.555, "multiplicity": 1}

***

# 5
{"formula": "CH4N2S2", "method": "wB97M-V/def2-TZVPD", "elements": ["S", "N", "C", "N", "S", "H", "H", "H", "H"], "xyz": [[-1.856, -0.621, -0.086], [-1.163, 0.994, 0.108], [0.021, 1.256, -0.153], [1.377, 0.770, 0.013], [1.743, -0.762, -0.051], [-3.204, -0.357, 0.675], [0.266, 2.291, 0.205], [1.934, 1.615, 0.146], [1.183, -1.300, 1.235]], "forces_ev_per_a": [[-2.06, 1.12, 1.82], [-2.39, -2.48, -1.12], [3.55, 3.32, 3.46], [-3.24, 2.40, -1.26], [0.48, -4.16, 1.83], [3.03, -0.27, -1.70], [-0.97, 0.23, -1.19], [0.57, -1.21, 0.13], [1.04, 1.07, -1.96]], "lowdin_charge": [0.562, -0.355, -0.435, -0.559, 0.689, -0.046, 0.113, 0.089, -0.058], "gap_ev": 9.154, "max_force_ev_per_a": 5.96, "smiles": "S/N=C\\NS", "homo_ev": -8.633, "multiplicity": 1}

***

# 6
{"formula": "CH4N2Si", "method": "wB97M-V/def2-TZVPD", "elements": ["C", "N", "N", "Si", "H", "H", "H", "H"], "xyz": [[2.934, 0.161, -0.087], [3.941, -0.341, -0.185], [0.851, 1.150, -0.056], [-0.149, -0.232, -0.180], [1.149, 1.874, 0.554], [0.527, -1.317, 0.373], [-0.415, -0.399, -1.548], [-1.308, -0.015, 0.553]], "forces_ev_per_a": [[-5.99, 3.02, 0.20], [2.69, -1.35, -0.21], [3.89, -0.67, -0.92], [0.71, -0.05, -0.07], [0.12, 0.30, 0.84], [0.69, -1.51, 0.60], [-0.35, -0.29, -1.43], [-1.75, 0.56, 0.99]], "lowdin_charge": [-0.151, 0.009, -0.051, 0.490, -0.011, -0.095, -0.090, -0.100], "gap_ev": [8.315, 8.437], "max_force_ev_per_a": 6.71, "homo_ev": [-11.381, -11.185], "multiplicity": 1}

***

# 7
{"formula": "CH4N3", "method": "wB97M-V/def2-TZVPD", "elements": ["C", "N", "N", "N", "H", "H", "H", "H"], "xyz": [[-0.311, -0.738, -0.536], [-0.849, 1.062, -2.038], [-0.600, 0.260, -1.319], [0.746, 0.688, 1.114], [0.406, -1.376, -0.931], [-0.716, -0.797, 0.451], [1.404, 0.072, 1.425], [-0.081, 0.830, 1.834]], "forces_ev_per_a": [[0.44, 0.24, 2.08], [0.01, 0.15, 0.02], [-0.83, 1.49, -1.16], [-4.59, 2.69, -0.89], [1.20, -1.33, -0.51], [-0.80, -0.29, 0.06], [2.29, -2.33, 1.76], [2.29, -0.63, -1.35]], "lowdin_charge": [0.131, 0.432, 0.000, 0.162, 0.110, 0.098, -0.030, 0.098], "gap_ev": [9.696, 8.556], "max_force_ev_per_a": 5.40, "total_charge": 1, "homo_ev": [-16.068, -16.748], "multiplicity": 1}

***

# 8
{"formula": "CH4N3O", "method": "wB97M-V/def2-TZVPD", "elements": ["C", "N", "N", "N", "O", "H", "H", "H", "H"], "xyz": [[-1.348, -0.279, -0.086], [2.238, 0.773, 0.213], [-0.473, 0.803, -0.119], [1.284, -0.019, 0.028], [1.335, -1.239, -0.091], [-1.292, -0.902, 0.843], [-1.250, -0.994, -0.939], [-2.370, 0.132, -0.126], [1.876, 1.724, 0.277]], "forces_ev_per_a": [[0.21, -1.38, 0.12], [0.80, -0.81, -0.01], [2.84, 0.33, 0.24], [-3.77, 1.82, -0.30], [0.76, 0.15, 0.14], [-0.20, 0.05, -0.22], [-0.19, 0.04, 0.17], [0.19, 0.17, -0.04], [-0.64, -0.37, -0.11]], "lowdin_charge": [-0.453, 0.005, -0.111, -0.420, -0.145, 0.039, 0.036, 0.048, 0.001], "gap_ev": 7.175, "max_force_ev_per_a": 4.20, "total_charge": -1, "homo_ev": -2.371, "multiplicity": 1}

***

# 9
{"formula": "CH4N3O2", "method": "wB97M-V/def2-TZVPD", "elements": ["C", "N", "N", "N", "O", "O", "H", "H", "H", "H"], "xyz": [[0.132, 0.140, -0.187], [0.706, 0.186, -1.302], [-1.856, -0.379, 0.051], [0.806, 0.390, 1.137], [1.995, 0.425, 1.025], [0.099, 0.478, 2.081], [0.230, -0.019, -2.186], [1.702, 0.446, -1.355], [-1.882, -1.323, -0.333], [-1.931, -0.343, 1.069]], "forces_ev_per_a": [[-5.70, -2.12, 1.03], [0.71, 0.37, -0.03], [3.67, 2.04, -1.28], [0.12, -0.05, -1.43], [1.12, 0.19, 0.26], [-0.46, 0.11, 0.68], [-0.12, 0.03, 0.31], [-0.16, -0.04, 0.09], [0.39, -0.20, 0.35], [0.43, -0.33, 0.02]], "lowdin_charge": [0.072, 0.293, 0.207, -0.367, 0.163, 0.182, 0.185, 0.183, 0.047, 0.037], "gap_ev": [9.449, 9.447], "max_force_ev_per_a": 6.17, "total_charge": 1, "homo_ev": [-16.298, -16.297], "multiplicity": 1}

***

# 10
{"formula": "CH4N3PS", "method": "wB97M-V/def2-TZVPD", "elements": ["C", "N", "N", "N", "P", "S", "H", "H", "H", "H"], "xyz": [[0.934, 2.057, 1.379], [1.249, 3.154, 1.399], [0.654, -1.274, -1.179], [-1.342, 0.248, -0.308], [-0.055, -0.741, 0.260], [-0.661, -2.262, 1.297], [1.569, -1.893, -1.059], [0.995, -0.550, -1.775], [-2.177, 0.034, 0.110], [-1.166, 1.227, -0.124]], "forces_ev_per_a": [[-0.96, -3.19, -0.52], [0.64, 2.32, 0.07], [2.47, -2.84, 0.78], [2.65, -0.53, -0.43], [1.68, 4.67, -1.86], [-1.28, -2.29, 1.16], [-2.67, 1.44, 0.09], [-0.26, 1.05, -0.40], [-2.80, -0.87, 0.94], [0.53, 0.25, 0.18]], "lowdin_charge": [-0.419, -0.164, -0.205, -0.123, 0.294, 0.458, 0.116, 0.032, -0.009, 0.019], "gap_ev": [9.013, 3.657], "max_force_ev_per_a": 5.30, "homo_ev": [-8.805, -8.673], "multiplicity": 3}

***

# 11
{"formula": "CH4N3S", "method": "wB97M-V/def2-TZVPD", "elements": ["C", "N", "N", "N", "S", "H", "H", "H", "H"], "xyz": [[-0.986, -1.123, 0.019], [2.464, -1.577, 0.005], [0.215, -0.946, -0.108], [1.288, -1.494, 0.095], [-2.555, -0.688, -0.239], [-1.599, 0.443, 2.234], [-0.863, 0.259, 2.157], [3.117, -0.785, -0.188], [-2.862, -1.640, 0.609]], "forces_ev_per_a": [[0.89, 1.01, -1.00], [1.93, 0.51, 0.72], [-3.44, 1.10, -0.03], [1.59, -2.54, 0.48], [0.86, 0.42, -0.21], [0.77, -0.11, 0.04], [-0.66, 0.27, 0.27], [-0.92, 0.14, -0.71], [-1.01, -0.79, 0.43]], "lowdin_charge": [-0.447, 0.234, 0.092, -0.027, 0.985, 0.051, 0.042, 0.143, -0.073], "gap_ev": [7.686, 7.684], "max_force_ev_per_a": 3.62, "total_charge": 1, "homo_ev": [-14.045, -14.043], "multiplicity": 1}

***

# 12
{"formula": "CH4N4", "method": "wB97M-V/def2-TZVPD", "elements": ["C", "N", "N", "N", "N", "H", "H", "H", "H"], "xyz": [[-0.049, 0.890, -0.346], [1.428, 0.557, -0.022], [1.804, -0.494, 0.261], [-0.842, -0.151, 0.264], [-0.555, -1.294, -0.332], [-0.439, 1.788, 0.099], [0.062, 0.921, -1.487], [-1.052, -0.204, 1.221], [-0.357, -2.013, 0.342]], "forces_ev_per_a": [[-1.59, -0.68, 0.15], [1.28, 0.59, 0.70], [-0.43, -0.06, -0.37], [0.71, 0.11, -3.66], [0.55, -0.74, -0.67], [0.81, 0.91, -0.11], [-1.04, -0.38, 1.76], [0.15, 0.79, 1.55], [-0.43, -0.55, 0.65]], "lowdin_charge": [-0.192, -0.104, 0.098, -0.170, 0.006, 0.092, 0.140, 0.109, 0.021], "gap_ev": [8.760, 8.626], "max_force_ev_per_a": 3.73, "homo_ev": [-8.196, -7.868], "multiplicity": 1}